DFT (ωB97M-V with the def2-TZVPD basis set) results for one molecule with the formula C18H18N2OS at a distorted geometry.

XYZ file:
```
40
Properties=species:S:1:pos:R:3:forces:R:3
N -4.007 -0.346 1.845 0.734 0.186 3.481
O 1.522 -1.392 3.006 -0.359 -0.302 -0.334
S -0.447 -0.468 -3.664 -1.067 -1.276 1.872
C -2.913 0.363 2.145 -0.456 -1.327 -1.832
C -4.054 -1.279 2.969 -1.314 -0.846 -2.494
C -2.928 -1.185 3.706 -0.290 -0.001 -1.390
C 3.150 2.420 -4.058 -0.790 0.037 -1.104
C 3.327 1.040 -3.792 -0.424 1.686 -1.305
C 1.812 2.822 -4.289 1.211 1.316 0.078
C 2.217 0.211 -3.828 0.328 -0.513 0.774
C 0.713 1.938 -4.239 -1.559 3.626 0.627
C 0.804 -0.374 -1.088 -0.628 0.586 -2.103
C -1.123 -1.692 -1.072 -0.123 -0.019 0.318
C 1.050 -0.559 0.211 1.185 0.057 1.534
C -0.967 -1.939 0.344 1.217 1.252 -2.090
C 0.867 0.628 -3.881 2.039 0.240 -0.617
C -0.309 -0.868 -1.814 2.665 1.212 0.528
C 0.158 -1.280 0.941 -3.066 -1.853 1.836
N -2.130 -0.207 3.140 1.057 1.401 -0.625
C 0.020 1.313 2.825 -2.595 -0.625 1.258
C 0.168 -1.302 2.445 0.180 -0.817 1.340
C -0.617 -0.091 3.172 1.292 -0.034 2.333
H 1.785 -2.348 2.986 -0.443 1.436 -0.069
H -2.644 1.246 1.529 0.262 -0.897 0.708
H -4.830 -2.150 3.026 1.434 2.189 -0.029
H -2.721 -1.856 4.475 1.026 -0.532 1.228
H 4.000 3.135 -4.350 -1.293 -1.193 1.086
H 4.345 0.693 -3.782 0.072 -0.604 0.261
H 1.666 3.940 -4.438 -0.166 -1.699 -0.101
H 2.423 -0.835 -3.749 -0.129 -0.627 0.234
H -0.281 2.530 -4.320 1.439 -1.766 0.078
H 1.536 0.279 -1.438 0.800 0.862 -1.718
H -1.848 -2.048 -1.750 -1.590 -1.246 0.344
H 1.997 -0.134 0.641 -1.277 -0.437 -0.174
H -1.671 -2.613 0.875 0.623 0.777 -0.267
H -0.591 2.178 3.238 0.840 -1.161 -0.413
H 1.031 1.331 3.165 0.577 -0.022 0.525
H 0.050 1.353 1.789 -0.001 0.646 -2.129
H -0.276 -2.242 2.821 -0.579 0.543 -0.440
H -0.286 -0.213 4.258 -0.835 -0.254 -1.207
```
Forces are in eV/Å.

* E_LUMO: 0.581 eV
* relative energy (zero: lowest compared OMol25 entry of this formula, charge and spin): 109.2 kcal/mol
* total charge: 0
* electronic energy: -1279.5317 Ha
* orbital gap: 8.946 eV

DFT (ωB97M-V with the def2-TZVPD basis set) results for one molecule with the formula C4H7NO3 at a distorted geometry.

XYZ file:
```
15
Properties=species:S:1:pos:R:3:forces:R:3
O 0.165 1.868 0.202 -0.318 0.156 0.131
C 0.419 0.687 0.199 0.820 -0.026 -0.318
N 1.553 0.238 0.860 0.190 -0.655 0.098
C 2.017 -1.070 1.006 -0.031 0.679 -0.064
O 2.894 -1.323 1.785 0.049 -0.268 -0.112
C -0.352 -0.341 -0.593 -1.118 0.559 0.085
C -1.701 0.217 -1.056 -0.563 0.134 0.896
O -2.493 0.728 0.020 0.388 -0.297 0.233
H 2.135 0.912 1.340 -0.297 0.250 0.086
H 1.554 -1.791 0.324 -0.073 -0.163 0.137
H -0.608 -1.197 0.020 0.491 -0.429 0.018
H 0.249 -0.572 -1.470 0.088 -0.466 0.027
H -1.574 0.980 -1.795 0.212 0.540 -0.571
H -2.336 -0.568 -1.463 0.321 -0.160 -0.257
H -1.923 1.231 0.620 -0.159 0.146 -0.388
```
Forces are in eV/Å.

* E_LUMO: 0.543 eV
* relative energy (zero: lowest compared OMol25 entry of this formula, charge and spin): 23.9 kcal/mol
* total charge: 0
* electronic energy: -437.1053 Ha
* orbital gap: 11.118 eV

DFT (ωB97M-V with the def2-TZVPD basis set) results for C3H20B2ClN6O3V as an isolated structure at a distorted geometry.

XYZ file:
```
36
Properties=species:S:1:pos:R:3:forces:R:3
V -0.287 2.444 1.988 1.230 -2.999 0.528
B -1.573 1.158 3.561 0.351 -1.078 0.878
H -1.906 2.183 3.088 -0.792 1.637 -0.908
H -2.469 0.404 3.742 -0.754 0.194 0.267
H -0.980 0.453 2.816 1.075 0.268 -1.197
H -0.884 1.369 4.504 0.085 0.195 0.500
B 1.968 2.071 2.575 0.604 0.870 0.187
H 2.242 3.214 2.315 -0.138 0.616 -0.369
H 1.531 1.485 1.653 -0.618 -0.362 -1.135
H 2.928 1.527 2.995 0.339 -0.326 0.095
H 1.137 2.041 3.409 -1.008 0.227 1.072
Cl -0.451 0.755 -0.001 -0.340 0.633 -0.063
C 1.328 -2.513 1.724 0.854 -0.285 0.260
O 1.973 -3.117 2.575 -0.280 0.082 -0.181
N 1.889 -1.532 0.937 -0.444 0.126 -0.337
N 0.036 -2.824 1.414 0.781 0.374 -0.108
H 2.767 -1.147 1.234 -0.028 -0.102 0.304
H 1.258 -0.867 0.505 0.150 -0.007 0.123
H -0.384 -3.524 1.992 -0.397 0.140 -0.085
H -0.441 -2.198 0.791 -0.584 -0.312 0.121
C -2.109 -2.301 -2.527 -0.240 0.039 0.276
O -2.737 -3.304 -2.856 0.022 0.257 0.039
N -1.188 -1.753 -3.371 -0.351 -0.782 -0.103
N -2.320 -1.678 -1.333 -0.048 0.128 0.442
H -1.253 -2.233 -4.252 0.585 0.415 -0.156
H -0.654 -0.918 -3.224 -0.100 0.162 -0.079
H -1.792 -0.908 -0.937 -0.012 -0.064 -0.409
H -3.086 -2.025 -0.786 0.067 -0.152 -0.024
C 0.827 1.891 -3.539 -0.024 0.391 -0.646
O 1.161 2.416 -4.599 -0.122 0.024 0.418
N 1.740 1.495 -2.609 -0.124 -0.054 -0.283
N -0.483 1.644 -3.226 -0.063 -0.577 0.402
H 2.665 1.842 -2.775 0.109 -0.254 0.183
H 1.467 1.054 -1.747 0.077 0.223 0.181
H -0.713 1.272 -2.312 -0.001 0.363 0.053
H -1.205 2.124 -3.727 0.139 -0.010 -0.247
```
Forces are in eV/Å.

* E_LUMO (spin up / spin down): 1.712 / 1.451 eV
* relative energy (zero: lowest compared OMol25 entry of this formula, charge and spin): 0.0 kcal/mol
* total charge: -1
* spin multiplicity: 4
* electronic energy: -2134.5911 Ha
* orbital gap (spin up / spin down): 8.273 / 8.511 eV
* ⟨S²⟩: 3.758

DFT (ωB97M-V with the def2-TZVPD basis set) results for an isolated ion of composition C4H9N2 and charge +1 at a distorted geometry.

XYZ file:
```
15
Properties=species:S:1:pos:R:3:forces:R:3
C -0.251 -0.500 0.662 3.886 0.399 4.080
C 2.082 -0.683 -0.145 0.327 -0.510 0.123
C -2.705 0.311 -0.158 -1.473 2.776 0.104
C 0.903 0.261 0.087 -1.079 0.196 -0.077
N -0.991 -1.464 -0.165 1.784 -3.843 -0.872
N -1.551 -0.411 0.079 -3.319 1.453 -0.696
H -0.231 -0.740 1.832 -0.036 0.361 -2.724
H 2.386 -1.151 0.787 0.110 -0.065 0.067
H 2.924 -0.125 -0.542 0.003 0.131 0.011
H 1.817 -1.462 -0.856 -0.047 -0.014 -0.040
H -2.460 1.209 -0.746 -0.196 -0.244 -0.110
H -3.111 0.688 0.790 -0.143 -0.317 -0.175
H -3.441 -0.289 -0.695 0.244 -0.201 0.133
H 0.614 0.721 -0.862 -0.081 -0.080 0.049
H 1.189 1.054 0.780 0.018 -0.040 0.129
```
Forces are in eV/Å.

* E_LUMO (spin up / spin down): -2.879 / -9.530 eV
* relative energy (zero: lowest compared OMol25 entry of this formula, charge and spin): 69.0 kcal/mol
* total charge: +1
* spin multiplicity: 3
* electronic energy: -266.8172 Ha
* orbital gap (spin up / spin down): 10.708 / 7.136 eV
* ⟨S²⟩: 2.007

DFT (ωB97M-V with the def2-TZVPD basis set) results for an isolated ion of composition CH2NO4S and charge -1 at a distorted geometry.

XYZ file:
```
9
Properties=species:S:1:pos:R:3:forces:R:3
C -0.555 -1.465 -0.515 -0.295 -2.043 -2.661
N 0.488 -0.759 -0.422 2.124 1.139 0.221
O 0.234 2.158 2.132 0.468 -0.355 -1.447
O 1.453 -0.767 -1.233 -0.090 0.289 0.478
O 0.552 -0.027 0.721 0.375 0.278 -0.149
O -0.750 2.250 -0.148 2.534 -0.671 1.470
S 0.490 1.991 0.686 -2.946 0.580 -0.325
H -0.631 -2.168 -1.363 -0.009 0.621 0.678
H -1.282 -1.213 0.144 -2.161 0.163 1.736
```
Forces are in eV/Å.

* E_LUMO: 4.012 eV
* relative energy (zero: lowest compared OMol25 entry of this formula, charge and spin): 90.6 kcal/mol
* total charge: -1
* electronic energy: -793.1519 Ha
* orbital gap: 8.664 eV

DFT (ωB97M-V with the def2-TZVPD basis set) results for a 2-piece molecular cluster, C3H6N4O2 overall at a distorted geometry.

XYZ file:
```
15
Properties=species:S:1:pos:R:3:forces:R:3
C -0.880 -0.727 0.186 0.890 0.490 -0.709
C -0.451 -1.625 1.083 -1.307 0.298 0.398
C -0.853 1.589 -0.507 1.658 -0.546 -0.187
N 1.817 0.841 -2.159 -0.013 0.093 -0.629
N -0.263 0.555 -0.082 -1.250 -1.251 1.172
N 2.702 0.187 -1.982 -1.259 0.974 0.494
N 0.255 -1.297 2.166 2.012 2.771 0.446
O 3.608 -0.475 -1.667 1.328 -1.035 0.045
O -2.120 1.850 -0.821 -1.481 1.254 -0.745
H -1.541 -1.139 -0.506 -1.127 -0.163 -1.399
H -0.842 -2.639 1.195 -0.191 0.327 -0.812
H -0.171 2.358 -0.771 0.474 1.123 -0.112
H -2.203 2.773 -1.231 0.351 -2.071 0.958
H 0.338 -1.960 2.896 0.475 0.058 0.624
H 0.605 -0.291 2.200 -0.561 -2.321 0.454
```
Forces are in eV/Å.

* E_LUMO: 0.619 eV
* relative energy (zero: lowest compared OMol25 entry of this formula, charge and spin): 95.4 kcal/mol
* total charge: 0
* electronic energy: -487.3010 Ha
* orbital gap: 7.853 eV